[1]
128
Properties=species:S:1:pos:R:3:forces:R:3 method="wB97M-V/def2-TZVPD" total_charge=0 multiplicity=1 gap_ev=7.62
H 5.009 3.649 -2.473 0.1 0.2 0.3
H 0.696 5.481 5.634 -0.1 -0.2 0.0
N -4.952 -1.803 -6.762 -1.7 -7.8 6.4
N 3.736 -9.973 5.768 9.3 3.6 0.6
C 6.332 -8.992 5.939 -1.1 -0.2 -0.1
H 6.673 0.748 -6.632 -0.2 0.1 0.0
C 0.899 -1.613 3.114 0.1 0.0 -0.1
C -4.134 1.440 -0.937 -1.3 0.1 -2.4
N 0.566 5.022 2.007 -0.3 -4.6 8.9
C 0.449 3.689 4.445 0.0 0.8 -0.8
H 1.934 -1.822 2.824 -0.3 0.0 0.1
H -3.871 7.756 -2.381 -0.4 -2.5 -0.6
C -5.026 0.079 -1.251 -2.0 0.5 0.0
C -7.903 -3.826 -5.423 -0.1 0.0 0.0
C 8.005 2.124 -5.661 0.1 0.0 0.0
H 6.334 -7.111 2.999 0.0 -0.2 0.1
C -1.151 0.036 4.556 -3.1 7.3 -2.9
H 1.437 -0.748 5.005 -0.2 -0.1 0.1
C -4.568 0.734 -5.419 1.9 0.0 -0.7
C -3.306 1.497 -4.628 0.1 -0.2 1.1
H 3.039 4.429 -1.183 0.1 0.2 0.1
O -4.574 2.821 -2.974 -3.2 0.5 3.2
C -0.789 -6.462 4.915 -0.1 0.0 0.0
H 6.104 4.433 -1.319 -0.1 -0.1 -0.1
C 1.179 4.503 5.515 0.3 0.3 0.1
H -0.594 1.774 0.298 -0.9 0.8 1.9
C 2.654 4.719 5.192 0.1 0.0 0.1
N 2.162 -4.438 3.576 -1.6 -7.5 6.6
H -3.285 5.306 -0.895 0.7 0.0 -2.1
H -4.523 6.363 -3.620 1.0 0.6 2.0
H 5.165 -8.357 3.429 0.1 0.0 0.1
H -1.641 -7.090 4.634 0.1 0.1 0.1
H 8.431 2.543 -6.580 0.0 0.0 0.1
H 6.555 -8.745 6.983 -0.2 -0.2 -0.1
C 5.635 2.625 -6.447 -0.1 0.6 0.9
H -2.020 2.091 -6.452 -1.3 1.1 1.8
F -6.104 0.051 -0.191 3.2 -0.4 -3.2
O -5.255 2.433 -0.816 -0.4 1.4 -0.5
C -5.600 3.260 -1.982 -0.6 1.6 -0.5
C -5.405 -3.848 -4.933 0.0 0.7 -0.8
C 1.957 -5.366 4.405 1.6 6.3 -5.4
H 5.100 3.056 -0.816 0.0 0.1 0.1
H 5.997 3.034 -7.397 -0.1 0.1 0.2
H 7.033 -9.769 5.617 -0.2 0.0 0.0
H 0.664 -7.748 3.995 0.1 0.0 0.2
H -2.283 0.410 0.109 -2.3 1.6 0.0
H -2.952 2.036 2.420 0.3 0.9 -2.7
C -5.158 -2.730 -5.933 1.6 6.2 -5.5
O -2.757 4.461 -2.897 0.5 0.0 2.6
C -4.218 -1.330 -1.159 0.1 -4.0 -0.9
H 8.670 1.330 -5.307 -0.1 0.1 -0.1
H 7.999 2.907 -4.896 0.0 -0.1 -0.1
H -1.938 3.484 -1.124 -1.0 -0.4 -1.8
H -5.442 1.497 -5.573 1.7 -1.4 0.6
N -1.563 1.138 4.101 3.3 -8.9 3.9
H 0.615 -0.667 2.642 -0.1 0.0 0.1
H -1.007 -6.004 5.886 0.0 0.0 -0.1
H -5.110 6.447 -1.828 2.0 0.3 -1.7
C 5.495 3.753 -5.438 -1.0 6.5 5.4
C 6.194 -8.022 3.590 0.0 0.1 -0.1
C 6.606 1.571 -5.912 0.3 -0.2 0.2
F -4.972 -2.298 -2.044 2.6 2.9 2.9
N 5.379 4.689 -4.601 1.0 -7.4 -6.8
H -0.548 1.991 2.261 -1.2 0.4 -2.3
H -0.690 -1.263 6.200 -0.2 0.2 -0.2
C 0.513 4.418 3.113 0.4 4.0 -7.5
C 4.913 -9.528 5.846 -7.8 -3.2 -0.3
H 5.786 -6.965 5.414 0.1 -0.1 0.1
H -6.451 -5.113 -6.343 0.1 0.0 0.2
H 6.218 1.149 -4.976 -0.1 0.1 -0.2
H -4.522 -4.493 -4.889 0.0 0.3 -0.1
C 5.121 3.962 -1.430 0.0 -0.2 -0.1
C 4.006 4.929 -1.045 0.1 -0.3 -0.4
C 1.709 -6.483 5.405 0.1 0.6 -0.9
H -1.319 -2.093 4.765 0.0 0.2 0.0
C 6.472 -7.745 5.064 -0.1 0.3 -0.3
C -2.701 2.309 1.285 1.5 -1.0 1.9
H -6.777 -5.483 -4.650 0.2 0.1 0.0
H -0.747 3.471 1.103 -0.6 -2.7 0.3
F -4.261 -1.984 0.203 0.5 2.5 -4.7
H 2.593 -7.129 5.449 0.0 0.2 -0.1
C -3.463 2.070 -2.298 1.7 0.8 -2.3
H -1.373 2.840 -2.802 -2.3 0.7 1.4
C -2.323 3.242 -2.200 1.9 0.6 0.5
H 0.263 -2.407 2.706 0.1 0.1 0.0
N 3.996 3.292 2.159 0.5 7.7 -6.4
F -2.833 -1.328 -1.676 -4.9 0.1 2.2
H -0.713 -5.665 4.168 0.0 -0.1 0.1
C -0.655 -1.291 5.106 -0.1 1.0 -0.4
H -2.009 6.291 -1.873 -1.6 -1.9 -0.4
H 0.337 -8.119 5.688 0.2 0.1 -0.1
C -6.629 -4.661 -5.359 -0.4 -0.1 -0.2
H -3.305 3.450 -5.994 1.4 -1.6 1.0
H 3.141 5.279 5.997 -0.1 -0.1 -0.1
H 3.315 6.135 0.615 0.1 -0.2 0.2
H 4.652 2.176 -6.623 0.1 0.3 0.1
C 0.486 -7.297 4.979 -0.4 -0.1 -0.2
C -1.028 2.319 1.238 -0.6 2.3 -0.6
F -3.285 3.639 1.043 1.2 -2.7 -0.1
H 5.078 5.963 0.536 -0.1 -0.2 0.1
H -3.906 0.391 1.072 1.3 1.6 -1.6
H -4.168 0.453 -6.508 -0.9 0.7 2.4
H -4.873 -0.279 -4.921 0.6 2.5 -0.7
H 0.905 2.699 4.337 -0.1 0.2 -0.2
H 1.098 3.985 6.477 -0.1 0.0 -0.2
H 3.175 3.761 5.080 0.0 0.2 -0.1
H -5.559 -3.414 -3.938 0.1 0.1 -0.3
H -8.755 -4.454 -5.704 0.1 0.1 0.1
H -8.122 -3.369 -4.452 0.0 0.0 -0.1
F -5.744 0.107 -2.546 2.2 0.0 4.0
H 6.872 -8.789 3.199 -0.1 0.1 0.0
H -0.600 3.551 4.729 0.1 0.0 -0.3
H 2.786 5.294 4.270 0.0 -0.2 0.1
C 4.128 5.436 0.393 -0.2 -0.9 0.5
H 4.026 5.785 -1.729 0.0 0.0 0.2
C 0.779 -1.543 4.633 0.4 0.0 -0.3
O -6.553 4.193 -2.076 6.8 -6.9 0.7
N -2.899 1.160 -3.364 -3.9 1.3 -2.3
H -1.655 3.184 -4.959 -2.3 -1.1 -1.2
H 1.137 -2.485 5.062 -0.1 0.1 0.0
C -2.966 5.593 -1.983 -0.6 2.4 0.4
H -7.828 -3.030 -6.170 0.1 -0.1 0.1
C -2.550 2.667 -5.555 0.8 -0.8 0.2
C -4.165 6.620 -2.536 -0.8 -0.6 1.1
H 1.556 -6.050 6.400 0.1 0.1 -0.2
C -3.235 1.082 0.367 -0.8 -0.1 0.8
H 7.489 -7.349 5.165 -0.1 -0.1 0.1
C 4.056 4.264 1.358 -0.4 -6.3 5.7

[2]
120
Properties=species:S:1:pos:R:3:forces:R:3 method="wB97M-V/def2-TZVPD" total_charge=+7 multiplicity=1 gap_ev=4.08
H -0.808 3.629 3.189 -0.2 0.7 0.0
C -3.240 -2.736 3.603 0.6 -0.4 -0.2
C 2.883 -6.237 -0.008 1.0 -0.2 0.3
H 1.470 0.831 -0.374 0.3 1.4 3.1
H 0.414 -3.321 -3.681 -0.3 -0.2 0.1
H -1.882 -0.115 0.191 -0.8 -0.3 -0.5
C -0.016 3.886 2.486 0.2 0.5 0.2
H 0.380 5.240 0.864 0.1 -0.4 -0.5
C 2.111 -3.962 -0.904 -0.7 -2.0 1.1
C 0.280 4.642 -1.851 -1.2 -0.1 0.5
C -3.240 0.513 -5.712 -0.1 1.0 0.6
C -2.039 -0.235 -3.735 0.2 0.0 0.2
C -2.391 -1.045 0.397 -0.9 0.2 0.6
H 5.272 2.534 -2.057 0.0 0.2 0.3
C -4.269 -1.484 -2.722 -0.5 1.0 0.1
H 0.753 6.249 -3.189 0.1 -0.3 -0.2
H 6.087 1.032 -1.696 -0.1 -0.3 0.0
H -2.401 0.198 -6.334 -0.1 0.0 0.1
H -0.910 5.762 -3.374 0.0 -0.6 -0.1
C 0.467 2.563 1.948 -2.2 1.8 -0.5
H 0.592 1.544 5.597 0.3 -0.2 0.4
Cu -0.452 1.004 -1.982 -7.1 4.3 -2.6
C 2.388 1.020 0.163 2.7 1.0 -2.4
O 0.017 -0.189 -0.615 -4.0 1.2 1.7
H -5.223 -0.627 -4.521 -0.1 -0.2 -0.1
C 0.016 -2.669 -2.904 0.8 -1.2 1.2
Cu 1.297 0.211 -1.763 10.6 3.1 -2.8
N -1.022 3.652 0.278 0.0 -1.0 0.1
H 6.089 1.546 1.296 0.2 0.1 0.2
C -0.452 4.666 1.272 -1.0 1.4 0.0
H -1.279 3.105 -1.662 -0.3 -0.5 -0.6
H -1.004 -0.916 6.073 0.3 0.2 0.4
C -1.003 4.060 -1.216 -0.3 0.1 1.0
H -4.185 0.396 -6.242 0.0 -0.4 0.2
C -3.069 -1.829 -0.571 -0.9 -0.6 1.5
H -1.222 5.424 1.415 -0.1 -0.1 0.3
H 2.364 -7.522 1.782 -0.4 0.1 -0.3
C 2.082 -4.942 0.293 0.5 0.5 0.3
H -1.253 0.370 -4.164 0.4 -0.3 -0.6
H 2.506 -4.391 1.132 0.2 -0.2 0.4
C -0.286 -2.884 -0.407 0.4 0.0 -1.4
C -0.121 5.903 -2.636 0.8 0.8 -0.4
C -0.514 7.078 -1.778 -0.2 0.2 1.8
H -1.472 0.806 6.117 -0.5 -0.2 -0.1
C -3.107 -1.420 -1.985 -0.2 -0.6 -0.4
C 1.183 -2.046 -2.105 0.6 -1.6 -0.1
N -0.430 0.187 4.398 0.6 0.7 0.5
C -0.012 2.537 0.475 0.4 1.2 1.2
N 1.233 -2.701 -0.671 0.6 2.3 -1.0
H 1.991 -2.202 1.269 0.5 0.0 0.0
C 5.048 1.409 1.042 -2.1 -0.2 -1.9
C -0.568 -0.299 3.168 3.6 1.5 2.3
C 2.684 0.945 1.486 0.4 -1.3 2.4
H -3.195 1.553 -5.391 0.3 0.3 -0.7
H 0.056 1.827 2.638 -1.0 1.7 -1.5
N -3.198 -0.190 -4.373 -1.8 -0.1 -2.0
C 0.640 0.989 4.672 -0.7 0.4 -0.3
C 1.557 0.687 2.449 0.5 -2.9 1.4
H 1.014 4.849 -1.072 0.1 0.4 -0.1
H -1.809 -0.783 2.470 -6.9 1.2 -8.9
H 3.185 1.442 -1.770 0.7 0.2 -0.5
H -4.067 -4.228 1.663 -0.4 0.0 0.2
C 0.344 -0.004 2.145 0.9 -1.5 1.4
C 3.220 -7.261 1.159 -1.2 0.1 -0.2
H -1.872 4.709 -1.328 0.1 0.2 -0.1
H -4.065 -3.799 -0.744 -0.4 0.2 -0.3
H 3.863 -5.984 -0.414 0.2 0.5 0.1
H -3.073 4.124 0.928 0.0 -0.2 0.2
H -2.978 2.631 -0.094 0.1 0.4 -0.4
H -0.426 0.472 -0.048 0.2 -2.0 -0.3
C 4.022 1.042 1.920 0.3 0.7 -0.2
H 0.713 3.866 -2.482 0.2 0.0 -0.3
H -2.272 -3.198 3.798 -0.3 -0.5 0.6
N 4.688 1.579 -0.267 -1.7 -1.2 0.5
H -1.863 -3.263 -1.875 0.4 -0.2 0.0
H -1.452 -0.908 3.052 6.5 -1.1 8.9
H -5.147 -1.891 -2.243 -0.4 0.0 -0.4
H -2.374 -0.515 5.166 0.1 0.9 -0.4
C -1.427 -0.091 5.500 1.0 -0.7 0.3
H -1.080 -0.936 -1.930 -0.5 -0.3 -0.6
C -3.693 -3.291 1.278 0.6 1.4 -1.1
H 0.171 -0.390 1.151 -0.5 -0.1 1.6
C -2.515 3.215 0.702 2.3 -0.1 -0.4
H 2.161 -2.115 -2.582 0.0 -0.4 0.1
H 3.960 -6.992 1.912 0.3 0.7 -0.6
H 1.262 -0.793 0.474 1.5 -2.0 -0.6
H 0.874 2.851 -0.077 -0.2 0.1 -0.4
H -0.613 -1.896 -3.346 1.1 -1.1 -0.5
H -0.663 -4.482 -1.731 0.2 -0.1 -0.6
H -1.359 6.920 -1.108 -0.8 -0.3 -0.3
C -4.328 -0.765 -3.932 0.8 -0.9 0.8
H 2.318 2.029 3.983 0.4 -0.1 0.1
C -2.367 -1.355 1.744 -4.6 -2.3 -3.9
H 0.218 7.303 -1.003 0.7 0.3 -0.4
H 4.408 0.953 2.925 -0.7 -0.3 0.5
H 2.425 -6.673 -0.896 -0.4 -0.7 0.3
H -3.372 -1.881 4.266 -0.2 0.2 -0.6
C -1.935 -0.964 -2.589 -1.3 2.2 1.7
H 1.719 -4.516 -1.757 -0.4 0.4 -0.2
H -0.289 1.536 0.144 -0.6 2.6 0.5
C 1.593 1.274 3.720 0.9 -1.8 1.4
C 1.921 -1.649 0.332 -0.7 -2.7 -0.6
C 5.664 1.928 -1.241 2.1 0.2 -1.2
H 1.062 -5.188 0.587 -0.2 -0.1 -0.2
C -3.711 -2.999 -0.110 1.2 0.3 1.3
H -4.094 -3.400 3.734 0.3 -0.1 0.2
H 1.540 2.384 2.016 -0.9 1.9 -0.7
N -3.129 -2.411 2.145 -0.1 -0.4 0.1
C -0.788 -3.400 -1.764 0.2 -0.9 -0.1
H -2.327 2.507 1.508 -0.5 0.5 0.5
H 6.511 2.385 -0.730 -0.1 0.4 -0.3
H -0.735 -1.897 -0.290 1.2 -0.9 0.4
C 3.410 1.293 -0.725 1.3 1.1 1.9
H 0.933 -0.994 -1.966 -1.7 -5.9 -1.3
H 3.145 -3.742 -1.170 -0.1 0.8 0.2
H -0.596 -3.500 0.437 0.8 -0.3 0.0
H -0.743 7.997 -2.318 0.2 -0.2 -0.2
H 3.539 -8.216 0.742 0.1 0.2 -0.3
H 2.883 -1.343 -0.078 0.0 -0.7 0.1
H 0.797 4.386 3.013 -0.3 0.4 0.1

no.,LUMO level (eV),calculated total energy (Ha)
1,0.03,-2978.7035
2,-20.26,-5322.3723